Entry 1:
{"formula": "C22H12Cl68NO2", "method": "the ωB97M-V functional and the def2-TZVPD basis", "elements": ["C", "C", "O", "C", "C", "O", "C", "N", "H", "H", "H", "H", "H", "H", "H", "H", "H", "H", "H", "H", "C", "Cl", "Cl", "Cl", "Cl", "C", "Cl", "Cl", "Cl", "Cl", "C", "Cl", "Cl", "Cl", "Cl", "C", "Cl", "Cl", "Cl", "Cl", "C", "Cl", "Cl", "Cl", "Cl", "C", "Cl", "Cl", "Cl", "Cl", "C", "Cl", "Cl", "Cl", "Cl", "C", "Cl", "Cl", "Cl", "Cl", "C", "Cl", "Cl", "Cl", "Cl", "C", "Cl", "Cl", "Cl", "Cl", "C", "Cl", "Cl", "Cl", "Cl", "C", "Cl", "Cl", "Cl", "Cl", "C", "Cl", "Cl", "Cl", "Cl", "C", "Cl", "Cl", "Cl", "Cl", "C", "Cl", "Cl", "Cl", "Cl", "C", "Cl", "Cl", "Cl", "Cl", "C", "Cl", "Cl", "Cl", "Cl"], "xyz": [[1.990, -4.415, 0.526], [0.833, -4.423, -0.474], [-0.361, -4.868, 0.139], [-1.503, -4.163, -0.364], [-2.782, -4.913, -0.067], [-3.820, -4.119, -0.595], [-5.122, -4.444, 0.066], [-5.283, -3.870, 1.331], [2.908, -4.661, -0.010], [1.827, -5.088, 1.363], [2.124, -3.399, 0.901], [1.058, -5.112, -1.300], [0.721, -3.413, -0.877], [-1.422, -4.066, -1.453], [-1.557, -3.190, 0.133], [-2.785, -5.857, -0.626], [-2.925, -5.084, 1.004], [-5.866, -4.069, -0.668], [-5.209, -5.541, 0.126], [-5.081, -2.883, 1.179], [-2.702, -0.701, 2.481], [-1.008, -0.232, 2.190], [-3.540, 0.617, 3.327], [-3.485, -1.008, 0.942], [-2.745, -2.152, 3.468], [-0.425, 3.739, 3.865], [1.253, 4.182, 3.506], [-1.243, 5.114, 4.631], [-1.253, 3.328, 2.359], [-0.439, 2.366, 4.968], [6.108, -5.924, -0.059], [7.324, -5.722, -1.329], [6.747, -6.995, 1.195], [5.736, -4.353, 0.651], [4.650, -6.638, -0.752], [10.488, -7.041, 2.471], [9.914, -5.882, 3.675], [10.416, -6.308, 0.866], [12.154, -7.496, 2.841], [9.467, -8.482, 2.504], [-3.691, 8.658, 5.027], [-4.128, 9.769, 6.330], [-4.389, 9.264, 3.518], [-1.922, 8.553, 4.953], [-4.353, 7.055, 5.368], [-7.833, 7.684, 1.705], [-7.481, 6.367, 0.580], [-9.557, 7.687, 2.091], [-6.895, 7.457, 3.184], [-7.399, 9.235, 0.968], [1.053, 11.074, 4.508], [2.358, 12.127, 3.932], [-0.417, 11.395, 3.585], [1.518, 9.380, 4.319], [0.748, 11.409, 6.215], [-3.454, -7.936, -3.135], [-3.043, -9.529, -3.813], [-4.259, -8.153, -1.587], [-1.976, -6.999, -2.918], [-4.530, -7.084, -4.246], [9.443, -11.317, -0.978], [11.210, -11.246, -0.976], [8.798, -9.823, -0.299], [8.864, -11.519, -2.635], [8.910, -12.687, 0.003], [14.917, -7.969, 5.920], [15.623, -6.883, 7.121], [15.602, -9.586, 6.114], [13.169, -8.038, 6.143], [15.289, -7.366, 4.298], [-6.388, 8.163, -2.813], [-5.291, 8.577, -1.486], [-5.904, 6.624, -3.522], [-8.032, 7.996, -2.226], [-6.335, 9.433, -4.046], [-4.467, -7.748, -8.400], [-3.932, -8.730, -7.041], [-5.860, -6.777, -7.911], [-3.156, -6.678, -8.910], [-4.928, -8.796, -9.752], [2.893, 5.522, -0.010], [1.732, 4.223, 0.193], [2.644, 6.277, -1.588], [2.672, 6.718, 1.274], [4.537, 4.869, 0.073], [-2.022, 6.201, -4.423], [-2.320, 5.626, -2.781], [-2.388, 7.927, -4.521], [-0.320, 5.954, -4.832], [-3.063, 5.314, -5.540], [6.219, 9.242, 2.439], [6.867, 8.264, 3.760], [4.841, 10.180, 3.035], [7.473, 10.340, 1.849], [5.696, 8.181, 1.132], [-4.140, 1.357, -4.760], [-3.578, 2.703, -3.767], [-3.115, -0.051, -4.490], [-5.808, 0.942, -4.329], [-4.061, 1.829, -6.468], [-9.569, 4.498, -3.916], [-9.245, 5.210, -2.335], [-9.452, 5.751, -5.160], [-8.349, 3.255, -4.212], [-11.186, 3.786, -3.945]], "atomic_forces_ev_per_a": [[0.02, 0.52, -0.49], [0.06, -0.53, 0.37], [-0.06, 0.37, -0.12], [0.02, -0.49, 0.44], [-0.30, 0.25, -0.57], [0.11, -0.30, -0.20], [-0.83, 0.81, 0.95], [0.58, -0.49, -0.11], [0.00, -0.11, 0.24], [-0.01, -0.15, -0.10], [-0.04, -0.08, 0.30], [0.04, 0.14, -0.14], [-0.13, -0.03, -0.12], [0.02, 0.27, 0.01], [0.03, 0.18, -0.29], [0.23, -0.21, 0.43], [0.04, 0.05, 0.04], [0.34, -0.16, -0.48], [0.07, -0.05, -0.13], [-0.45, -0.01, 0.15], [-0.09, -0.21, -0.10], [0.04, 0.01, 0.04], [0.04, 0.05, 0.03], [0.14, 0.18, 0.00], [0.00, 0.03, -0.03], [0.01, 0.02, -0.01], [-0.07, 0.02, 0.21], [0.04, -0.03, -0.07], [0.05, 0.08, 0.12], [-0.05, -0.03, -0.06], [-0.05, -0.04, -0.02], [0.02, -0.01, -0.01], [-0.02, 0.02, -0.03], [0.01, -0.01, -0.01], [0.11, -0.02, 0.00], [-0.02, 0.03, -0.02], [0.00, -0.01, -0.01], [0.00, -0.01, 0.00], [-0.06, 0.02, -0.08], [0.14, 0.06, 0.31], [0.02, 0.07, 0.09], [-0.05, 0.03, 0.09], [0.69, 0.18, 0.12], [-0.28, -0.04, -0.18], [0.04, -0.01, 0.01], [0.01, -0.05, 0.08], [0.04, -0.08, 0.24], [-0.02, -0.01, -0.04], [-0.43, -0.26, -0.18], [-0.10, 0.02, 0.25], [-0.09, 0.05, 0.03], [-0.11, -0.05, 0.02], [0.11, 0.07, -0.08], [-0.01, 0.04, -0.02], [0.02, -0.01, 0.03], [-0.05, 0.14, 0.11], [0.01, -0.04, -0.03], [0.02, -0.01, -0.04], [0.04, -0.08, -0.10], [-0.04, 0.08, 0.18], [-0.03, 0.03, -0.02], [0.01, 0.00, 0.00], [-0.07, -0.11, -0.25], [0.01, 0.00, 0.01], [0.00, 0.00, 0.00], [-0.03, 0.00, 0.02], [0.01, 0.00, -0.01], [0.00, 0.00, -0.01], [0.06, 0.00, 0.05], [0.01, -0.01, 0.03], [0.07, -0.05, -0.04], [0.08, -0.05, -0.26], [0.15, -0.08, -0.07], [-0.04, 0.71, -0.10], [0.08, 0.00, 0.00], [0.02, -0.02, 0.06], [0.04, -0.10, -0.24], [0.00, 0.00, 0.00], [0.00, 0.00, -0.01], [-0.01, 0.01, -0.01], [-0.04, -0.04, -0.03], [-0.05, -0.13, -0.13], [0.03, 0.11, 0.00], [-0.13, -0.02, -0.06], [0.02, 0.03, 0.02], [-0.07, 0.01, -0.03], [0.04, 0.06, 0.11], [-0.06, 0.05, 0.04], [-0.05, -0.09, -0.04], [0.19, 0.31, -0.21], [-0.02, -0.01, 0.02], [0.02, 0.00, 0.02], [0.12, -0.07, -0.10], [-0.02, 0.01, 0.01], [0.14, 0.10, 0.00], [0.01, -0.15, 0.11], [-0.14, -0.33, 0.17], [-0.01, 0.04, -0.01], [0.10, 0.06, -0.05], [-0.06, 0.01, 0.00], [0.17, -0.09, 0.07], [-0.35, -0.41, 0.04], [-0.02, -0.01, 0.01], [-0.07, 0.02, -0.11], [0.06, 0.02, 0.00]], "mulliken_charge": [-0.763, -0.185, -0.351, -0.111, -0.188, -0.214, -0.322, -0.780, -0.004, 0.343, 0.289, 0.190, 0.335, 0.282, 0.081, -0.263, 0.335, 0.254, 0.162, 0.085, 0.244, -0.104, -0.113, -0.032, -0.083, 0.233, -0.071, -0.018, -0.073, -0.075, 0.318, -0.109, -0.047, -0.096, -0.080, 0.283, -0.099, -0.070, -0.031, -0.096, 0.280, -0.112, -0.055, 0.009, -0.106, 0.254, -0.035, -0.111, -0.016, -0.097, 0.331, -0.123, -0.070, -0.040, -0.095, 0.356, -0.143, -0.093, -0.074, -0.091, 0.292, -0.106, 0.034, -0.107, -0.105, 0.368, -0.098, -0.097, -0.076, -0.106, 0.250, -0.056, 0.034, -0.073, -0.117, 0.324, -0.014, -0.100, -0.103, -0.114, 0.187, -0.004, -0.085, 0.003, -0.105, 0.246, -0.072, -0.078, -0.102, -0.047, 0.247, -0.104, -0.012, -0.113, -0.024, 0.280, 0.017, -0.073, -0.078, -0.132, 0.221, -0.016, -0.098, -0.009, -0.108], "lumo_ev": 0.944, "max_force_ha_per_bohr": 0.0291, "orbital_gap_ev": 3.0, "total_charge": -1, "e_homo_ev": -2.09}

Entry 2:
{"formula": "C4H12", "method": "the ωB97M-V functional and the def2-TZVPD basis", "elements": ["C", "C", "H", "H", "H", "H", "H", "H", "C", "C", "H", "H", "H", "H", "H", "H"], "xyz": [[-1.368, 0.235, -0.196], [-2.399, -0.607, 0.651], [-1.539, 0.136, -1.362], [-1.388, 1.293, 0.106], [-0.237, 0.039, 0.149], [-3.319, -0.112, 0.885], [-1.917, -0.842, 1.617], [-2.440, -1.656, 0.162], [1.738, 0.884, -0.080], [1.905, -0.632, -0.386], [1.948, 1.450, -1.023], [0.896, 1.268, 0.440], [2.504, 1.259, 0.508], [1.791, -1.121, 0.585], [2.833, -0.824, -0.958], [0.991, -0.768, -1.098]], "atomic_forces_ev_per_a": [[1.23, -0.22, 0.09], [2.67, -1.75, -0.81], [0.57, 0.23, 2.46], [-0.59, -0.09, -0.45], [-3.32, -0.47, -1.29], [-0.69, -0.02, -0.44], [-0.23, 0.28, -0.20], [-0.73, 1.77, 0.71], [1.77, 0.18, -2.34], [-2.30, 1.74, -1.08], [-0.85, -0.26, 0.53], [-1.02, -0.13, -0.07], [2.01, 0.34, 1.47], [0.18, -0.74, -0.57], [-0.48, -0.05, 0.71], [1.77, -0.82, 1.30]], "mulliken_charge": [-0.189, -0.961, 0.324, 0.328, -0.421, 0.317, 0.292, 0.225, -0.963, -0.814, 0.251, 0.348, 0.416, 0.256, 0.333, 0.257], "lumo_ev": 1.137, "max_force_ha_per_bohr": 0.0699, "orbital_gap_ev": 12.4, "total_charge": 0, "e_homo_ev": -11.22, "relative_energy_kcal_mol": 35.17}